The following is a DFT calculation (ωB97M-V with the def2-TZVPD basis set) of a structure of composition C22H27NO3P2Pm at a distorted geometry.

```
56
Properties=species:S:1:pos:R:3:forces:R:3:lowdin_charge:R:1
C 0.65871 2.26960 -3.69012 -0.075 -0.191 1.004 -0.02
C 0.28878 1.86980 -2.40904 0.487 -0.047 -0.639 -0.23
C -0.38920 0.62002 -2.27245 -0.214 -1.054 0.798 -0.17
C -0.69480 -0.17240 -3.42952 0.219 0.284 0.355 -0.14
C -0.21498 0.24466 -4.69522 0.439 0.421 -0.231 -0.01
C 0.43202 1.45932 -4.82138 -0.308 -0.618 -0.344 -0.05
C -1.49274 -1.30569 -3.23591 -0.771 0.518 -0.153 0.06
C -2.28324 -1.40061 -2.08632 0.124 0.037 0.042 -0.18
C -1.94636 -0.55469 -0.98090 1.766 -0.450 -0.006 -0.20
C -2.65698 -0.65331 0.25137 -0.229 -0.734 0.358 -0.22
C -3.59843 -1.66680 0.38112 0.631 0.964 0.359 -0.01
C -3.88165 -2.55228 -0.67528 -0.068 -0.390 -1.122 -0.04
C -3.25946 -2.41540 -1.90163 -0.329 -0.295 0.695 0.00
H 1.16308 3.23246 -3.79445 -0.232 -0.217 -0.117 0.12
H -0.39071 -0.41464 -5.54481 0.015 0.330 0.058 0.12
H 0.75163 1.82269 -5.79911 -0.082 -0.210 0.276 0.12
H -1.59621 -2.04451 -4.02658 -0.074 0.124 0.025 0.14
H -4.09316 -1.79119 1.35463 0.076 0.060 -0.544 0.13
H -4.61456 -3.34613 -0.51826 0.272 0.239 -0.088 0.12
H -3.43708 -3.10623 -2.72830 -0.150 0.201 0.311 0.13
N -0.75557 0.13628 -1.03053 -1.538 2.212 -0.320 0.03
Pm 1.32831 -0.70494 0.51164 -1.358 -1.801 -1.816 1.47
C 0.58988 2.73541 -1.21416 0.082 -0.473 0.236 -0.30
H -0.27305 2.81116 -0.53818 0.100 -0.024 -0.224 0.09
H 0.88464 3.74195 -1.53074 -0.064 -0.136 0.060 0.10
C -2.29277 0.23284 1.42309 0.125 -0.093 -0.108 -0.28
H -2.07704 1.25848 1.09743 -0.157 -0.179 0.005 0.09
H -3.09639 0.24504 2.17175 0.045 0.105 -0.282 0.10
P 1.99418 2.02805 -0.19113 -0.216 1.866 -1.092 0.81
P -0.78406 -0.35893 2.32372 -1.297 0.092 0.455 0.80
C -1.49227 -1.76067 3.24600 0.241 -0.333 0.009 -0.24
H -0.75374 -2.10750 3.97932 -0.209 -0.013 -0.110 0.06
H -2.39814 -1.43120 3.76832 0.174 -0.061 -0.046 0.06
H -1.72813 -2.58902 2.56781 0.117 0.175 0.110 0.04
C -0.62673 0.88802 3.64145 0.261 0.112 0.162 -0.25
H -1.40197 0.72256 4.40156 0.196 0.180 -0.179 0.06
H 0.36792 0.78819 4.09829 -0.299 0.070 -0.024 0.05
H -0.71766 1.89836 3.22429 0.015 -0.183 0.128 0.05
C 3.39129 2.42540 -1.30848 0.404 -0.327 0.092 -0.26
H 3.51440 3.51469 -1.40623 -0.098 -0.376 0.005 0.06
H 4.30468 1.99857 -0.86801 -0.135 0.210 -0.264 0.05
H 3.23709 1.97962 -2.29830 0.056 0.047 0.211 0.04
C 2.18439 3.38116 1.02854 0.161 -0.273 0.530 -0.26
H 2.72404 2.97223 1.89125 -0.075 0.292 -0.054 0.04
H 2.76361 4.21110 0.60124 -0.262 -0.234 0.110 0.05
H 1.20668 3.74370 1.36811 0.210 -0.108 -0.060 0.05
C 0.01493 -2.63787 -0.79762 1.917 1.482 -0.880 -0.34
O -0.50459 -3.15419 0.16437 -0.655 -0.242 0.627 -0.12
H -0.34175 -2.86399 -1.87335 0.137 -0.701 0.998 0.03
C 3.40605 -2.30460 3.71912 0.243 0.361 0.001 0.02
C 2.83780 -1.68533 2.47749 -0.592 -0.197 -0.668 -0.65
O 2.55490 -0.41988 2.43459 0.510 -0.961 0.415 -0.23
O 2.54770 -2.41587 1.45846 0.635 0.580 1.146 -0.17
H 3.61335 -1.52046 4.44286 0.024 -0.034 0.036 0.09
H 4.33234 -2.83678 3.48585 -0.193 -0.002 -0.048 0.10
H 2.70102 -3.01627 4.15229 -0.001 -0.005 -0.200 0.10
```
Forces are in eV/Å.

Output
F_max: 2.896 eV/Å
net charge: +1
relative energy (zero: lowest compared OMol25 entry of this formula, charge and spin): 0.0 kJ/mol
spin multiplicity: 5
Kohn-Sham gap (alpha / beta): 5.13 / 5.20 eV
energy: -2425.9136 hartree
HOMO energy (alpha / beta): -9.14 / -9.20 eV